A structure of composition C42H56BN6PtS2Si2Te. Source: the Open Molecules 2025 dataset; level of theory: ωB97M-V with the def2-TZVPD basis set.

Results
Max |F| = 0.49 eV/Å
Total charge = +1
HOMO (alpha / beta) = -10.19 / -10.19 eV
Energy above the lowest of the compared OMol25 structures with the same formula, charge and spin = 1.290 eV
Frontier orbital gap (alpha / beta) = 5.867 / 5.862 eV

XYZ file:
```
111
Properties=species:S:1:pos:R:3:forces:R:3
H 0.09047 4.46496 3.35750 -0.024 -0.008 -0.021
N -1.08353 -1.80651 0.84149 0.111 0.122 0.414
C -4.83180 -2.49699 -2.54835 -0.014 -0.012 0.011
Si 3.37638 4.24071 -2.41448 0.088 0.023 -0.088
H -2.99971 -4.06534 2.19660 -0.010 0.007 -0.021
C 3.08722 -1.04773 -5.08222 0.003 -0.006 0.021
H -0.36269 4.71055 -0.14755 -0.028 -0.005 -0.109
H 5.66016 5.11145 -2.62068 0.003 -0.005 -0.004
H 3.29092 5.54201 -4.52745 0.010 -0.008 0.001
N 1.27642 -1.11894 -0.49424 0.003 -0.224 0.437
C -2.60625 2.04787 -1.69624 -0.343 0.091 0.011
Te 0.16452 2.31574 0.77574 -0.265 -0.038 -0.071
H 1.69234 4.93113 -4.09691 0.000 0.012 -0.007
N 1.55822 -0.44449 2.74728 0.157 0.085 -0.169
H 2.34002 -2.12236 4.90215 -0.008 0.003 -0.021
C 2.97915 2.59473 1.77341 -0.050 0.039 -0.009
H -2.46150 2.68268 2.96975 0.008 -0.013 -0.013
C 2.09175 -0.20383 3.97439 -0.117 -0.018 0.023
H -5.30052 1.47304 0.29459 0.004 0.013 0.018
H 2.82599 2.13608 -3.63669 0.047 0.018 0.032
H 3.40798 1.23262 0.18039 -0.012 -0.018 -0.007
H 3.83244 -2.71019 2.26102 -0.004 0.001 0.000
H -5.51020 -2.47105 -3.39097 0.002 0.000 0.001
C 2.36833 5.13584 0.03823 0.034 0.054 0.001
C -4.79436 2.07774 -0.45616 -0.039 -0.004 0.076
N 1.92459 0.53260 1.89814 0.114 -0.048 0.031
H -4.84855 -2.80513 0.82246 0.023 -0.007 0.005
H 2.59766 4.02905 3.24254 0.004 -0.022 0.001
C -2.59270 -2.41964 -1.67391 -0.021 -0.034 -0.034
C 1.93444 2.67441 -0.51112 -0.025 -0.022 0.011
H 2.44420 -0.74066 5.99702 0.014 0.001 -0.015
B 1.08876 -1.75612 2.09114 -0.183 -0.124 0.034
C -3.38662 1.60908 -0.66847 0.260 0.072 -0.211
C -5.32634 -2.66567 -1.26202 0.016 0.005 0.002
H -2.13138 6.99206 0.67386 -0.002 -0.003 0.000
H 5.46382 4.36191 -1.03789 0.000 0.003 -0.004
H -5.35376 2.00033 -1.38922 -0.009 -0.004 0.010
C 3.17523 2.28504 0.31262 -0.001 0.030 0.003
Pt -0.69069 -0.08992 -0.21751 -0.126 -0.106 -0.372
H -2.26396 3.47283 -3.28152 0.022 0.006 0.031
N 1.67202 -1.80712 0.64552 -0.054 -0.063 -0.143
H -3.57291 5.98982 0.48886 -0.006 0.002 0.002
H -0.69117 -2.77145 4.76739 0.003 0.003 0.000
H -1.52396 -2.36134 -1.84395 0.006 0.009 0.019
H 1.53678 -2.66498 2.72116 0.054 0.017 -0.009
H 4.48939 2.64665 -3.90293 0.000 0.006 -0.004
H 1.14754 4.41147 -1.53039 -0.041 -0.063 0.020
N -0.44413 -2.05830 2.00878 0.099 -0.070 0.001
H 4.42513 -3.72760 0.94504 -0.008 0.008 -0.012
C 2.19863 -0.99422 -2.84930 -0.074 0.007 -0.040
C -2.18174 -2.56762 0.77816 -0.041 -0.016 0.058
C 3.70710 2.55310 -3.14548 -0.028 0.041 0.004
H -1.40554 -4.31849 4.31688 0.002 -0.001 -0.005
H 3.80835 -1.42928 -5.79302 0.002 0.000 0.005
C 2.71735 5.04022 1.33154 0.012 0.035 -0.022
C 2.78773 3.85499 2.18767 -0.010 -0.015 0.020
C -2.25973 -3.32497 1.94587 0.076 -0.029 0.033
H -0.83314 5.90425 3.77534 -0.012 -0.004 -0.003
C -3.08626 -2.56193 -0.37934 -0.057 -0.038 0.001
H 4.80779 5.96907 -1.33551 0.011 0.001 -0.009
C 2.63825 1.41465 2.58129 0.138 -0.118 -0.026
H 0.28587 5.94204 2.40954 -0.004 0.017 0.011
C 2.77731 0.99401 3.91450 -0.103 0.120 0.086
C -4.45748 -2.69910 -0.18199 -0.022 0.047 -0.017
C 1.92885 -1.13597 5.12413 0.015 -0.029 0.065
H 4.05550 1.82815 -2.40629 0.006 0.006 -0.001
H 1.76759 1.99235 -1.34357 0.016 0.020 0.022
C 1.26294 -0.07355 -3.27898 0.323 -0.231 0.216
C -1.13953 -2.99292 2.68951 -0.012 0.034 -0.086
H 0.45242 1.07723 -4.89848 -0.006 0.002 0.012
C -0.70781 -3.54605 4.00133 -0.002 -0.013 0.025
H 2.09849 0.18541 -6.53302 -0.003 0.001 0.002
Si -1.83241 4.80029 1.80426 -0.033 -0.036 0.082
C -2.78555 6.28383 1.18677 0.023 -0.021 -0.006
C 2.05199 4.10071 -0.99241 -0.087 0.020 0.004
H 3.87913 -2.20266 -3.47144 -0.006 -0.009 -0.008
H 0.62988 0.25933 -2.48658 -0.131 0.130 -0.426
H -4.83226 3.12054 -0.13399 0.040 0.046 -0.005
C -2.96339 3.61583 2.70409 0.031 0.024 -0.019
H -1.78702 3.72197 -0.49657 -0.053 -0.035 0.093
H 0.29036 -3.97943 3.94387 0.000 0.002 -0.010
H -3.06784 -2.27161 -3.75327 -0.016 -0.002 -0.003
C 4.96920 4.98733 -1.78355 -0.046 -0.010 0.047
C 2.12353 -0.13693 -5.50044 -0.005 0.001 -0.040
H 2.92251 -4.13989 1.77647 -0.003 -0.004 0.000
H -3.25925 6.81182 2.01698 -0.003 -0.002 0.001
H 2.88574 5.98241 1.84258 0.018 -0.014 0.012
H 3.99854 -2.71641 -1.41770 0.001 0.008 -0.010
C -1.06259 3.98263 0.27329 0.315 0.083 0.100
C 3.12888 -1.48283 -3.76673 -0.039 0.009 -0.017
H -3.46236 3.99597 -2.08488 0.007 0.010 -0.008
C 1.20197 0.35845 -4.59028 -0.058 0.007 -0.001
C 3.14584 -2.29635 -0.91652 0.019 0.037 0.047
C 2.60857 5.36896 -3.69325 -0.008 -0.016 0.037
C -3.06968 3.13616 -2.63091 -0.033 -0.126 -0.137
H -6.39077 -2.76884 -1.09689 0.000 0.003 -0.011
H -3.87092 2.75989 -3.27153 0.004 0.031 -0.008
S -2.72294 0.55838 0.49185 0.025 -0.152 0.112
C -3.46374 -2.38030 -2.75172 0.040 0.002 -0.005
H 0.87931 -1.26554 5.38844 -0.008 0.014 -0.012
H -3.31615 4.07322 3.63135 0.000 0.012 -0.006
C 2.79544 -2.50062 0.39439 -0.016 0.043 0.066
H -3.84089 3.37022 2.10549 -0.046 -0.061 -0.018
H 2.35777 6.34358 -3.26745 -0.004 -0.003 -0.001
S -1.04701 1.40979 -1.93868 0.050 0.440 0.009
C 3.52972 -3.31510 1.40619 0.050 -0.025 -0.016
H 4.01382 2.87371 -0.06784 0.007 0.000 0.033
H 3.30451 1.47140 4.72310 0.026 0.006 -0.020
C 2.18397 -1.43928 -1.44364 0.011 0.039 -0.077
H 2.32444 6.15122 -0.35031 0.017 -0.010 -0.013
C -0.44153 5.32305 2.93748 -0.013 0.016 0.008
```
Positions in Å, forces in eV/Å.

Results of the Mulliken charge analysis, in e, for atoms 1 through 2: number 1, H, carries 0.221; number 2, N, carries 0.061